Record 1
C44H104BFN8O12PS | the ωB97M-V functional and the def2-TZVPD basis

* highest occupied orbital energy: -10.2403 eV
* charge: +1
* largest force on an atom: 3.975 eV Å⁻¹
* frontier orbital gap: 7.771 eV
* DFT total energy: -107313.1303 eV

Each line ends with the Löwdin charge.
Atoms and positions in Å:
C -2.427 6.163 0.082  -0.050
C -1.119 5.377 0.314  -0.213
O -0.464 4.911 -0.868  0.081
B -1.066 3.894 -1.564  -0.552
O -2.168 4.213 -2.368  0.150
C -0.566 2.350 -1.635  -0.068
C 0.994 2.349 -1.519  -0.090
N 1.586 1.421 -0.553  -0.210
S 2.501 0.194 -1.157  0.621
O 3.853 0.609 -1.086  -0.224
O 2.172 -0.221 -2.482  -0.248
F 2.447 -1.111 -0.234  -0.142
C 0.855 1.203 0.695  -0.414
P 1.554 2.468 1.945  1.053
C 3.195 1.878 2.600  -0.369
C 3.501 0.363 2.418  -0.147
C 0.399 2.472 3.431  -0.400
C 1.006 3.254 4.638  -0.158
C -0.685 1.453 0.612  -0.111
N -1.267 1.358 -0.744  -0.131
C -1.062 -0.005 -1.424  -0.081
C -0.914 -1.228 -0.511  -0.146
C -2.080 -1.555 0.462  -0.177
C -1.616 -2.365 1.726  -0.161
C -1.708 -1.429 2.954  -0.160
C -1.385 -2.109 4.304  -0.142
O -2.434 -1.944 5.287  -0.022
C -2.507 -0.652 5.712  -0.548
C -1.774 -0.203 6.988  0.027
O -3.151 0.157 5.149  0.125
C -2.772 1.521 -0.769  -0.067
C -3.359 2.307 0.421  -0.161
N -4.833 2.390 0.212  -0.063
C -5.504 1.129 0.632  -0.209
C -6.821 1.361 1.412  -0.063
C -5.245 3.527 1.058  -0.515
C -4.789 3.676 2.522  0.016
O -5.910 4.360 0.571  0.149
H -3.298 5.501 -0.096  0.055
H -2.701 6.751 0.974  0.093
H -2.386 6.850 -0.773  0.099
H -1.314 4.607 1.082  0.096
H -0.421 6.085 0.787  0.133
H -3.001 4.163 -1.873  0.082
H -0.800 2.018 -2.660  0.163
H 1.401 2.106 -2.514  0.141
H 1.418 3.343 -1.301  0.139
H 1.033 0.230 1.174  0.090
H 3.319 2.109 3.670  0.069
H 3.963 2.481 2.092  0.077
H 4.252 0.062 3.167  0.078
H 2.628 -0.296 2.552  0.050
H 3.953 0.172 1.436  0.052
H 0.146 1.452 3.771  0.065
H -0.533 2.988 3.144  0.056
H 0.341 4.077 4.930  0.072
H 1.093 2.613 5.531  0.072
H 2.024 3.608 4.425  0.042
H -0.800 2.472 1.024  0.090
H -1.140 0.790 1.354  0.110
H -1.883 -0.216 -2.127  0.153
H -0.181 0.000 -2.086  0.114
H -0.827 -2.099 -1.187  0.142
H 0.021 -1.268 0.071  0.085
H -2.587 -0.664 0.867  0.068
H -2.840 -2.135 -0.088  0.123
H -2.359 -3.170 1.857  0.123
H -0.626 -2.824 1.594  0.099
H -0.941 -0.643 2.801  0.094
H -2.699 -0.956 3.007  0.112
H -1.131 -3.172 4.236  0.134
H -0.495 -1.607 4.734  0.113
H -2.576 0.056 7.698  0.097
H -1.216 0.725 6.818  0.080
H -1.153 -1.006 7.405  0.086
H -3.119 1.891 -1.745  0.153
H -3.271 0.544 -0.695  0.119
H -3.004 3.348 0.480  0.102
H -3.212 1.784 1.384  0.117
H -4.835 0.419 1.153  0.111
H -5.819 0.623 -0.300  0.122
H -7.345 0.397 1.520  0.088
H -7.506 2.027 0.873  0.091
H -6.636 1.698 2.444  0.075
H -4.122 4.553 2.549  0.090
H -4.249 2.803 2.918  0.077
H -5.662 3.826 3.169  0.100
C 1.733 -3.454 -6.950  -0.070
C 2.263 -2.717 -5.721  -0.425
C 3.564 -3.300 -5.144  -0.202
O 3.411 -4.516 -4.430  -0.190
C 3.250 -5.668 -5.238  -0.106
N 1.203 -2.663 -4.707  0.039
H 1.214 -4.376 -6.690  0.063
H 1.016 -2.827 -7.480  0.076
H 2.544 -3.697 -7.640  0.078
H 2.485 -1.693 -6.034  0.136
H 3.956 -2.585 -4.415  0.120
H 4.330 -3.408 -5.922  0.123
H 3.854 -5.617 -6.149  0.086
H 2.197 -5.813 -5.488  0.075
H 3.566 -6.536 -4.659  0.089
H 1.514 -2.069 -3.942  0.033
H 1.137 -3.588 -4.286  0.068
C 4.148 -5.058 3.088  -0.064
C 2.907 -4.871 2.217  -0.421
C 2.372 -3.430 2.182  -0.210
O 1.691 -3.011 3.359  -0.215
C 2.536 -2.678 4.449  -0.098
N 1.877 -5.822 2.650  0.046
H 3.905 -5.116 4.148  0.066
H 4.647 -5.991 2.827  0.081
H 4.858 -4.242 2.938  0.080
H 3.193 -5.128 1.192  0.140
H 1.629 -3.369 1.380  0.104
H 3.167 -2.717 1.928  0.111
H 3.455 -2.187 4.118  0.083
H 2.772 -3.566 5.037  0.081
H 1.991 -1.993 5.102  0.082
H 1.098 -5.789 1.997  0.070
H 1.481 -5.472 3.520  0.069
C 3.804 -9.996 -6.548  -0.077
C 4.182 -10.741 -7.827  -0.430
C 5.026 -9.914 -8.814  -0.206
O 4.311 -8.918 -9.525  -0.186
C 4.022 -7.749 -8.786  -0.118
N 2.959 -11.251 -8.455  0.038
H 2.970 -9.311 -6.698  0.059
H 3.494 -10.707 -5.781  0.076
H 4.653 -9.428 -6.159  0.075
H 4.792 -11.599 -7.529  0.135
H 5.410 -10.596 -9.577  0.122
H 5.901 -9.474 -8.317  0.120
H 4.835 -7.484 -8.103  0.087
H 3.086 -7.868 -8.236  0.072
H 3.880 -6.930 -9.492  0.089
H 3.215 -11.850 -9.236  0.073
H 2.490 -10.464 -8.897  0.069
C -7.140 6.039 -4.374  -0.067
C -6.393 5.183 -3.353  -0.426
C -5.318 4.266 -3.962  -0.209
O -5.810 3.128 -4.645  -0.190
C -6.323 3.384 -5.942  -0.100
N -7.367 4.422 -2.568  0.051
H -7.909 5.476 -4.902  0.066
H -7.643 6.863 -3.870  0.078
H -6.452 6.461 -5.110  0.079
H -5.877 5.871 -2.675  0.134
H -4.716 3.867 -3.138  0.093
H -4.632 4.830 -4.607  0.125
H -5.747 4.154 -6.463  0.094
H -7.375 3.667 -5.890  0.076
H -6.264 2.458 -6.514  0.089
H -6.877 3.950 -1.810  0.044
H -7.704 3.661 -3.154  0.071
C 3.339 6.632 6.499  -0.068
C 3.048 5.290 7.168  -0.435
C 3.082 5.327 8.705  -0.209
O 4.375 5.403 9.273  -0.186
C 4.978 6.685 9.228  -0.101
N 3.973 4.282 6.634  0.038
H 4.403 6.862 6.478  0.066
H 2.999 6.613 5.463  0.072
H 2.819 7.444 7.010  0.080
H 2.031 5.003 6.878  0.118
H 2.659 4.386 9.072  0.122
H 2.444 6.130 9.098  0.123
H 4.247 7.485 9.378  0.093
H 5.508 6.828 8.285  0.074
H 5.717 6.735 10.027  0.090
H 3.701 3.367 6.986  0.069
H 4.883 4.445 7.061  0.073

Record 2
C44H104F2N13O40S2 | the ωB97M-V functional and the def2-TZVPD basis

* highest occupied orbital energy: -12.2440 eV
* charge: +3
* largest force on an atom: 9.775 eV Å⁻¹
* frontier orbital gap: 5.684 eV
* DFT total energy: -175659.1811 eV

Each line ends with the Löwdin charge.
Atoms and positions in Å:
N 19.716 11.963 -13.430  -0.278
S 18.546 11.650 -14.378  0.498
O 17.868 12.820 -15.040  -0.273
O 17.761 10.577 -13.891  -0.225
F 19.382 10.940 -15.619  -0.184
S 18.662 12.800 -12.415  0.620
O 17.697 12.055 -11.611  -0.243
O 18.511 14.216 -12.703  -0.267
F 19.816 12.953 -11.251  -0.220
C 15.642 3.727 -12.438  0.027
C 15.383 5.230 -12.480  -0.336
O 14.462 5.711 -11.792  0.132
N 16.363 6.064 -13.241  0.134
H 17.283 5.747 -12.971  0.174
H 16.122 6.000 -14.220  0.105
C 16.180 7.595 -12.960  0.052
H 15.568 3.538 -13.509  0.091
H 14.939 3.081 -11.913  0.106
H 16.681 3.447 -12.263  0.089
H 16.658 7.765 -11.996  0.079
H 15.167 7.948 -12.768  0.106
H 16.742 8.105 -13.742  0.075
C 13.504 15.066 -13.416  0.015
C 14.486 13.958 -13.192  -0.374
O 15.589 14.197 -12.772  0.142
N 14.018 12.610 -13.743  0.104
H 13.029 12.687 -13.932  0.161
H 14.428 12.352 -14.629  0.097
C 14.256 11.378 -12.848  0.049
H 13.910 15.976 -12.973  0.093
H 12.508 14.901 -13.004  0.095
H 13.286 15.191 -14.477  0.105
H 13.899 11.684 -11.865  0.076
H 15.317 11.141 -12.763  0.079
H 13.579 10.649 -13.293  0.117
C 13.403 16.185 -8.089  0.030
C 13.773 15.398 -9.306  -0.293
O 14.372 15.854 -10.310  0.114
N 13.545 13.851 -9.150  0.119
H 13.038 13.575 -8.321  0.162
H 12.975 13.473 -9.893  0.160
C 14.976 13.168 -9.057  0.083
H 12.488 16.712 -8.359  0.115
H 14.115 16.971 -7.834  0.109
H 13.279 15.623 -7.164  0.100
H 15.449 13.265 -10.034  0.087
H 14.721 12.111 -8.988  0.094
H 15.513 13.529 -8.180  0.107
C 16.744 15.441 -16.099  0.040
C 17.131 15.009 -17.487  -0.359
O 17.362 15.797 -18.382  0.131
N 16.974 13.560 -17.828  0.096
H 17.905 13.197 -17.980  0.095
H 16.633 13.136 -16.978  0.088
C 16.015 13.394 -18.966  0.043
H 15.969 14.814 -15.658  0.078
H 16.331 16.448 -16.149  0.106
H 17.650 15.419 -15.493  0.076
H 15.095 13.927 -18.729  0.117
H 15.927 12.312 -19.066  0.100
H 16.491 13.783 -19.866  0.090
C 17.418 17.095 -11.237  0.020
C 18.673 17.733 -10.736  -0.290
O 18.788 18.981 -10.578  0.122
N 19.906 16.819 -10.419  0.135
H 20.509 17.374 -9.829  0.162
H 19.490 15.992 -10.017  0.080
C 20.785 16.424 -11.674  0.053
H 17.078 16.472 -10.410  0.072
H 17.628 16.457 -12.096  0.065
H 16.781 17.909 -11.582  0.113
H 21.781 16.105 -11.365  0.079
H 20.893 17.198 -12.433  0.088
H 20.265 15.531 -12.022  0.054
C 22.253 7.845 -13.374  0.060
C 20.973 8.747 -13.400  -0.265
O 20.174 8.787 -14.367  0.112
N 20.778 9.673 -12.176  0.099
H 21.599 9.925 -11.644  0.096
H 20.387 10.531 -12.538  0.065
C 19.682 9.172 -11.225  0.039
H 23.082 8.546 -13.469  0.091
H 22.174 7.163 -14.220  0.104
H 22.452 7.315 -12.442  0.062
H 19.835 8.133 -10.932  0.107
H 18.754 9.169 -11.797  0.090
H 19.762 9.889 -10.408  0.072
C 23.203 6.774 -9.503  0.047
C 22.995 8.286 -9.452  -0.325
O 21.896 8.800 -9.404  0.111
N 24.183 9.259 -9.363  0.112
H 25.026 8.825 -9.710  0.179
H 24.008 9.914 -10.111  0.101
C 24.350 9.813 -7.952  0.046
H 22.241 6.362 -9.198  0.105
H 23.945 6.414 -8.792  0.104
H 23.388 6.392 -10.507  0.091
H 25.032 10.652 -8.092  0.101
H 24.845 9.032 -7.375  0.107
H 23.410 10.001 -7.432  0.086
C 21.930 14.467 -8.125  0.042
C 21.793 13.120 -7.441  -0.314
O 22.720 12.453 -6.966  0.133
N 20.368 12.644 -7.252  0.105
H 20.344 12.326 -6.293  0.172
H 19.577 13.271 -7.203  0.101
C 20.143 11.342 -8.036  0.057
H 22.889 14.494 -8.642  0.087
H 21.708 15.293 -7.449  0.116
H 21.198 14.629 -8.917  0.059
H 20.829 10.621 -7.591  0.092
H 20.286 11.571 -9.092  0.085
H 19.126 11.133 -7.705  0.107
C 21.774 13.080 -23.069  0.044
C 21.952 11.884 -22.074  -0.276
O 21.231 10.856 -22.106  0.132
N 23.055 12.016 -21.018  0.112
H 23.890 11.605 -21.412  0.180
H 23.319 12.986 -20.917  0.157
C 22.857 11.370 -19.624  0.039
H 21.210 12.656 -23.900  0.107
H 22.770 13.394 -23.377  0.091
H 21.304 13.954 -22.619  0.086
H 21.851 11.544 -19.240  0.075
H 23.628 11.699 -18.928  0.110
H 22.967 10.288 -19.692  0.100
C 20.137 17.311 -17.761  0.027
C 20.879 17.668 -18.989  -0.360
O 20.496 18.405 -19.906  0.166
N 22.188 16.922 -19.071  0.095
H 22.080 16.102 -18.492  0.139
H 22.254 16.527 -19.998  0.163
C 23.397 17.843 -18.925  0.046
H 20.594 17.848 -16.930  0.114
H 20.085 16.253 -17.508  0.072
H 19.191 17.816 -17.960  0.114
H 23.486 18.625 -19.679  0.120
H 24.318 17.266 -18.837  0.102
H 23.383 18.255 -17.917  0.111
C 19.467 8.083 -17.588  0.009
C 19.304 8.529 -18.980  -0.304
O 19.417 7.716 -19.881  0.154
N 18.632 9.954 -19.197  0.122
H 17.812 10.117 -18.631  0.103
H 19.228 10.741 -18.979  0.092
C 18.206 10.111 -20.624  -0.009
H 18.532 8.346 -17.093  0.074
H 20.165 8.734 -17.062  0.052
H 19.885 7.084 -17.464  0.124
H 17.327 9.513 -20.864  0.112
H 19.019 9.949 -21.331  0.081
H 17.758 11.085 -20.822  0.082
C 20.906 14.715 -15.221  0.039
C 22.060 14.326 -14.334  -0.357
O 22.794 15.084 -13.776  0.173
N 22.143 12.824 -14.111  0.085
H 22.669 12.601 -13.278  0.120
H 21.210 12.635 -13.776  0.056
C 22.638 11.968 -15.245  0.040
H 20.822 14.034 -16.068  0.078
H 20.992 15.756 -15.530  0.085
H 19.948 14.673 -14.703  0.072
H 22.595 10.937 -14.895  0.084
H 23.646 12.287 -15.509  0.119
H 21.971 12.116 -16.095  0.088
O 15.329 9.589 -15.482  0.104
C 15.713 10.577 -16.289  -0.841
O 16.578 10.266 -17.109  -0.008
O 15.370 11.746 -16.109  -0.037
H 15.800 8.917 -15.980  0.066
O 22.419 9.184 -17.581  0.046
C 23.332 8.489 -16.898  -0.842
O 23.431 7.209 -16.909  -0.047
O 24.048 9.159 -16.116  -0.066
H 22.714 9.844 -16.949  0.034
O 16.981 5.000 -17.349  0.132
C 16.275 5.844 -16.639  -0.873
O 16.638 7.024 -16.411  -0.045
O 15.378 5.327 -15.970  -0.037
H 16.406 4.296 -17.041  0.103
O 18.303 19.377 -14.977  0.128
C 19.149 18.548 -14.460  -0.945
O 20.310 18.971 -14.147  -0.066
O 18.756 17.406 -14.322  -0.048
H 17.714 18.635 -15.136  0.085
O 23.310 13.531 -11.236  0.064
C 23.770 12.311 -10.860  -0.808
O 23.173 11.312 -11.303  -0.059
O 24.645 12.247 -9.976  0.005
H 23.901 14.147 -10.798  0.112
O 17.250 16.214 -7.706  0.083
C 18.018 15.090 -7.777  -0.868
O 17.997 14.386 -6.752  -0.023
O 18.606 14.830 -8.798  -0.008
H 16.959 16.030 -6.810  0.100
O 18.957 13.522 -20.260  0.126
C 19.756 13.264 -19.237  -0.879
O 20.782 13.952 -19.010  -0.047
O 19.436 12.441 -18.412  -0.008
H 19.348 14.361 -20.518  0.117
O 17.332 10.311 -9.308  0.094
C 16.300 9.642 -9.637  -0.965
O 16.051 8.569 -9.123  0.016
O 15.489 10.112 -10.492  -0.086
H 17.130 11.018 -9.925  0.056